Entry 1:
Formula: C52H43BaCl5F2N9O4S2
Source: the OMol25 dataset
Level of theory: ωB97M-V/def2-TZVPD

Values from the calculation:
Kohn-Sham gap, eV: 6.51
LUMO level, eV: 1.31
Energy above the lowest of the compared OMol25 structures with the same formula, charge and spin, kJ/mol: 51.6
Highest occupied orbital energy, eV: -5.20
Calculated total energy, eV: -166636.047
Total charge: -1

The geometry in XYZ format:
```
118
C52H43BaCl5F2N9O4S2 ωB97M-V/def2-TZVPD
Ba -1.304 -0.121 0.138
F -7.126 -0.096 -0.167
C -6.025 0.410 -0.787
C -4.770 0.183 -0.262
C -3.610 0.620 -0.913
C -3.794 1.343 -2.105
C -5.077 1.621 -2.558
F -5.269 2.395 -3.667
C -6.218 1.158 -1.932
C -2.601 1.752 -2.894
C -2.570 1.601 -4.284
C -1.433 1.940 -4.988
C -0.329 2.421 -4.298
C -0.434 2.527 -2.927
N -1.528 2.213 -2.233
H -4.718 -0.370 0.674
H -7.203 1.374 -2.320
H -3.433 1.198 -4.792
H -1.398 1.818 -6.064
H 0.589 2.687 -4.802
H 0.416 2.874 -2.345
O 2.977 6.185 3.997
C 1.629 6.204 4.133
O 1.084 7.236 4.412
C 0.899 4.916 3.918
C 1.523 3.706 3.612
C 0.779 2.562 3.402
C -0.605 2.592 3.539
C -1.240 3.801 3.821
C -0.490 4.950 4.004
N -1.315 1.392 3.343
C -2.226 1.093 4.166
C -3.137 -0.056 3.957
C -4.223 -0.235 4.801
C -5.123 -1.253 4.524
C -4.902 -2.059 3.422
C -3.770 -1.827 2.649
N -2.910 -0.847 2.906
H 3.287 5.292 3.807
H 2.602 3.616 3.527
H 1.248 1.624 3.155
H -2.322 3.846 3.840
H -0.967 5.897 4.216
H -2.398 1.674 5.079
H -4.360 0.418 5.654
H -5.989 -1.407 5.155
H -5.587 -2.851 3.153
H -3.540 -2.462 1.797
C 1.505 5.343 0.412
C 0.086 5.405 0.839
N -0.523 6.451 1.303
N -1.784 5.999 1.575
C -1.980 4.690 1.306
S -3.337 3.751 1.509
N -0.755 4.323 0.830
N -0.455 3.022 0.440
H 1.915 6.349 0.424
H 1.598 4.930 -0.595
H 2.085 4.713 1.090
H -2.487 6.620 1.931
H -1.054 2.782 -0.368
H 0.517 2.973 0.154
Cl 1.650 -2.142 4.358
C 2.656 -1.142 3.309
C 2.095 -0.631 2.150
C 2.934 0.203 1.438
Cl 2.334 0.968 -0.043
C 4.253 0.483 1.788
Cl 5.250 1.523 0.823
C 4.776 -0.088 2.944
Cl 6.415 0.210 3.400
C 3.963 -0.904 3.727
Cl 4.598 -1.597 5.178
C 2.159 -4.341 -3.634
C 1.082 -5.422 -3.587
C 0.547 -5.611 -2.174
N -0.360 -4.509 -1.845
C -1.128 -4.404 -0.758
S -2.605 -3.613 -0.779
N -0.709 -5.021 0.408
C 0.534 -5.272 1.016
O 0.540 -6.048 1.946
C 1.775 -4.565 0.583
C 2.983 -5.188 0.901
C 4.184 -4.596 0.554
C 4.186 -3.371 -0.108
C 2.988 -2.740 -0.405
C 1.783 -3.332 -0.057
H 2.414 -4.063 -4.657
H 3.067 -4.688 -3.134
H 1.826 -3.440 -3.117
H 1.484 -6.377 -3.931
H 0.255 -5.170 -4.258
H 1.394 -5.626 -1.491
H 0.009 -6.557 -2.067
H -0.674 -3.932 -2.612
H -1.477 -5.258 1.018
H 2.955 -6.134 1.427
H 5.119 -5.083 0.801
H 5.125 -2.908 -0.387
H 2.969 -1.785 -0.914
H 0.867 -2.810 -0.287
O -0.477 -1.920 1.664
H 0.385 -1.407 1.838
H -0.914 -1.885 2.525
C 0.056 -0.809 -1.926
C 0.766 -0.810 -2.929
C 1.577 -0.807 -4.111
C 2.957 -0.585 -4.036
C 3.743 -0.607 -5.177
C 3.171 -0.845 -6.421
C 1.801 -1.060 -6.510
C 1.012 -1.041 -5.370
H 3.401 -0.396 -3.066
H 4.810 -0.438 -5.097
H 3.785 -0.857 -7.313
H 1.347 -1.247 -7.476
H -0.056 -1.206 -5.435
```

Entry 2:
Formula: C11H19NOSi
Source: the OMol25 dataset
Level of theory: ωB97M-V/def2-TZVPD

Values from the calculation:
Kohn-Sham gap, eV: 8.96
LUMO level, eV: -0.60
Energy above the lowest of the compared OMol25 structures with the same formula, charge and spin, kJ/mol: 638.1
Highest occupied orbital energy, eV: -9.55
Calculated total energy, eV: -23124.721
Total charge: 0

The geometry in XYZ format:
```
33
C11H19NOSi ωB97M-V/def2-TZVPD
C 0.620 -0.670 -0.113
C 0.251 -1.790 -0.389
C -1.174 1.443 -0.380
C -1.495 -3.592 0.292
C -0.362 -3.200 -2.064
C 0.968 -4.150 -0.192
C -1.240 4.083 1.735
C 1.269 4.364 -0.151
C 1.072 0.682 0.213
C -0.126 1.676 0.554
C -0.207 -3.186 -0.584
N -1.888 1.189 -1.238
O 1.831 1.193 -0.829
Si 0.429 3.369 1.263
H -2.322 -3.855 -0.444
H -1.165 -4.356 0.982
H -1.831 -2.692 0.902
H -0.214 -4.256 -2.383
H -1.300 -2.873 -2.469
H 0.450 -2.656 -2.592
H 0.624 -5.191 -0.230
H 1.728 -4.066 -1.021
H 1.317 -4.005 0.890
H -1.536 3.430 2.455
H -1.381 5.146 2.129
H -1.886 3.928 0.937
H 1.914 3.821 -0.882
H 0.453 4.691 -0.797
H 1.874 5.142 0.413
H 1.636 0.680 1.119
H -0.854 1.007 2.084
H 1.232 1.503 -1.633
H 1.313 3.191 2.422
```

Entry 3:
Formula: CH2N4O2
Source: the OMol25 dataset
Level of theory: ωB97M-V/def2-TZVPD

Values from the calculation:
Kohn-Sham gap, eV: 9.50
LUMO level, eV: -0.88
Energy above the lowest of the compared OMol25 structures with the same formula, charge and spin, kJ/mol: 519.0
Highest occupied orbital energy, eV: -10.38
Calculated total energy, eV: -11118.242
Total charge: 0

The geometry in XYZ format:
```
9
CH2N4O2 ωB97M-V/def2-TZVPD
C -0.187 0.217 1.299
H -0.152 -2.190 -1.151
H 1.329 0.391 -1.455
N 0.243 -0.507 0.043
N 0.401 0.505 -1.008
N 0.194 1.661 -0.369
N -0.234 1.591 0.810
O -0.884 -1.320 -0.386
O -0.710 -0.349 2.217
```

Entry 4:
Formula: C11H12Br2N4O
Source: the OMol25 dataset
Level of theory: ωB97M-V/def2-TZVPD

Values from the calculation:
Kohn-Sham gap, eV: 8.78
LUMO level, eV: -0.08
Energy above the lowest of the compared OMol25 structures with the same formula, charge and spin, kJ/mol: 0.0
Highest occupied orbital energy, eV: -8.87
Calculated total energy, eV: -159693.877
Total charge: 0

The geometry in XYZ format:
```
30
C11H12Br2N4O ωB97M-V/def2-TZVPD
O 3.107 2.471 0.898
Br 1.590 0.163 6.215
Br 3.597 2.608 4.140
N 0.514 -0.109 3.541
N 0.333 0.676 -0.071
C 2.000 1.991 1.108
C 0.677 0.412 2.334
C 0.014 0.032 1.065
C 1.400 0.562 4.351
C 2.134 1.471 3.606
N 1.286 1.663 -0.053
N 1.648 1.412 2.314
C -1.183 -2.442 -1.659
C -0.053 -2.759 -0.657
C -1.878 -1.077 -1.440
C -0.443 -2.492 0.798
C -2.224 -0.808 0.051
C -1.067 -1.097 1.041
H 1.770 1.870 -0.930
H -1.921 -3.255 -1.560
H -0.841 -2.488 -2.691
H 0.783 -2.119 -0.856
H 0.290 -3.779 -0.735
H -2.754 -1.036 -2.100
H -1.229 -0.301 -1.793
H 0.400 -2.619 1.458
H -1.269 -3.183 1.055
H -3.064 -1.438 0.294
H -2.544 0.215 0.192
H -1.539 -1.142 1.999
```

Entry 5:
Formula: C25H18BrF6N2O2PS4Tl
Source: the OMol25 dataset
Level of theory: ωB97M-V/def2-TZVPD

Values from the calculation:
Kohn-Sham gap (spin up / spin down), eV: 5.31 / 5.01
LUMO level (spin up / spin down), eV: 3.59 / 3.08
2S+1: 2
Highest occupied orbital energy (spin up / spin down), eV: -1.72 / -1.92
Calculated total energy, eV: -176972.686
Total charge: -2

The geometry in XYZ format:
```
60
C25H18BrF6N2O2PS4Tl ωB97M-V/def2-TZVPD
Tl -0.347 -0.081 -1.900
S -0.927 -2.688 -3.561
C -1.046 -3.311 -1.956
C -2.261 -3.856 -1.508
C -2.376 -4.392 -0.244
C -1.265 -4.414 0.595
C -0.058 -3.883 0.178
C 0.059 -3.293 -1.073
S 1.537 -2.551 -1.701
C 2.503 -2.000 -0.263
C 2.447 -0.528 0.073
C 2.791 -0.148 1.369
C 2.751 1.191 1.696
C 2.480 2.119 0.700
C 2.226 1.666 -0.587
C 2.117 2.645 -1.721
S 0.444 2.955 -2.398
C -0.552 3.281 -0.971
C -0.152 4.213 -0.023
C -0.911 4.437 1.114
C -2.109 3.742 1.278
C -2.537 2.854 0.309
C -1.776 2.598 -0.849
S -2.367 1.546 -2.088
N 2.162 0.362 -0.866
H -3.105 -3.830 -2.185
H -3.324 -4.791 0.096
H -1.344 -4.837 1.589
H 0.777 -3.903 0.862
H 3.540 -2.226 -0.521
H 2.211 -2.589 0.602
H 3.019 -0.897 2.112
H 2.941 1.516 2.712
H 2.483 3.176 0.920
H 2.638 2.260 -2.594
H 2.563 3.593 -1.425
H 0.758 4.781 -0.184
H -0.575 5.150 1.859
H -2.710 3.911 2.164
H -3.477 2.326 0.415
F 1.902 0.760 -3.735
P 3.106 1.315 -4.688
F 2.300 2.712 -4.867
F 4.305 1.884 -5.629
F 3.914 -0.067 -4.478
F 2.365 0.709 -5.986
F 3.854 1.935 -3.378
Br -2.960 -1.280 6.552
C -2.966 -1.154 4.643
C -4.162 -0.939 3.982
N -4.224 -0.857 2.660
C -3.096 -0.979 1.959
C -1.857 -1.208 2.546
C -1.793 -1.298 3.930
C -0.568 -1.415 1.738
O 0.335 -2.024 2.345
O -0.575 -0.968 0.565
H -5.092 -0.835 4.532
H -3.176 -0.891 0.884
H -0.840 -1.498 4.399
```

Entry 6:
Formula: C2H7OS2
Source: the OMol25 dataset
Level of theory: ωB97M-V/def2-TZVPD

Values from the calculation:
Kohn-Sham gap, eV: 6.07
LUMO level, eV: 3.70
Energy above the lowest of the compared OMol25 structures with the same formula, charge and spin, kJ/mol: 159.6
Highest occupied orbital energy, eV: -2.37
Calculated total energy, eV: -25905.241
Total charge: -1

The geometry in XYZ format:
```
12
C2H7OS2 ωB97M-V/def2-TZVPD
C 0.976 2.122 0.696
O 1.532 3.144 0.979
H 0.530 1.469 1.468
H -2.742 1.141 -1.109
H 0.921 1.707 -0.320
C 0.447 -2.063 0.404
S -0.557 -1.653 -1.052
S 0.527 -0.274 -2.136
H 1.396 -2.521 0.140
H -0.095 -2.810 1.002
H 0.520 -1.200 1.070
H -3.456 0.938 -1.142
```

Entry 7:
Formula: C4H8O2
Source: the OMol25 dataset
Level of theory: ωB97M-V/def2-TZVPD

Values from the calculation:
Kohn-Sham gap, eV: 10.24
LUMO level, eV: 0.81
Energy above the lowest of the compared OMol25 structures with the same formula, charge and spin, kJ/mol: 279.0
Highest occupied orbital energy, eV: -9.42
Calculated total energy, eV: -8370.390
Total charge: 0

The geometry in XYZ format:
```
14
C4H8O2 ωB97M-V/def2-TZVPD
C -2.030 -0.332 0.578
C 0.192 -1.157 -1.122
O 0.237 0.098 -1.533
C 1.060 0.939 -0.688
C 1.559 -0.037 0.365
O 0.912 -1.275 -0.020
H -2.417 -0.923 1.409
H -2.813 0.284 0.135
H -1.228 0.316 0.951
H -1.651 -1.012 -0.185
H 1.846 1.355 -1.318
H 0.439 1.744 -0.290
H 1.257 0.213 1.385
H 2.635 -0.214 0.332
```

Entry 8:
Formula: C3H4N2
Source: the OMol25 dataset
Level of theory: ωB97M-V/def2-TZVPD

Values from the calculation:
Kohn-Sham gap (spin up / spin down), eV: 8.40 / 8.15
LUMO level (spin up / spin down), eV: -0.06 / -0.93
Energy above the lowest of the compared OMol25 structures with the same formula, charge and spin, kJ/mol: 681.9
Highest occupied orbital energy (spin up / spin down), eV: -8.46 / -9.08
Calculated total energy, eV: -6148.833
Total charge: 0

The geometry in XYZ format:
```
9
C3H4N2 ωB97M-V/def2-TZVPD
C 1.182 -0.060 0.937
C 0.152 -0.210 0.207
C 0.964 -1.388 0.244
N 1.491 -2.495 0.191
N -1.619 0.982 -0.829
H 1.819 0.661 1.537
H 1.054 -3.434 -0.075
H -2.044 0.055 -0.782
H -1.111 1.089 -1.783
```

Entry 9:
Formula: C34H84B2NO18P
Source: the OMol25 dataset
Level of theory: ωB97M-V/def2-TZVPD

Values from the calculation:
Kohn-Sham gap, eV: 8.29
LUMO level, eV: -0.34
Highest occupied orbital energy, eV: -8.63
Calculated total energy, eV: -85597.057
Total charge: 0

The geometry in XYZ format:
```
140
C34H84B2NO18P ωB97M-V/def2-TZVPD
C -2.196 1.616 -1.668
C -2.566 0.577 -2.881
C -3.644 -0.611 -2.450
O -3.817 -0.766 -1.000
B -2.861 -1.712 -0.404
C -3.075 -2.048 1.226
B -3.153 -0.538 1.951
O -4.402 0.275 2.007
O -1.912 0.080 2.541
P -1.378 -2.568 -1.249
N -0.054 -2.300 -0.327
H -1.402 1.051 -0.979
H -1.677 2.612 -2.006
H -3.139 1.793 -0.960
H -1.585 0.096 -3.304
H -3.082 1.198 -3.758
H -4.696 -0.231 -2.867
H -3.442 -1.626 -3.031
H -4.017 -2.708 1.437
H -2.123 -2.636 1.593
H -4.317 0.897 1.207
H -1.869 0.984 2.070
H -1.164 -1.951 -2.561
H -1.598 -4.012 -1.414
H -0.402 -1.726 0.497
C 4.025 -3.071 -7.553
O 4.032 -2.188 -6.443
C 3.353 -0.961 -6.714
C 2.788 -0.364 -5.425
O 1.585 -1.006 -4.979
C 1.744 -2.321 -4.428
C 2.396 -2.320 -3.043
O 3.808 -2.137 -3.155
C 4.364 -1.520 -2.008
H 4.569 -2.635 -8.394
H 4.515 -4.002 -7.253
H 2.997 -3.308 -7.848
H 2.532 -1.125 -7.427
H 4.079 -0.273 -7.156
H 2.503 0.674 -5.631
H 3.535 -0.331 -4.630
H 2.262 -2.982 -5.124
H 0.726 -2.713 -4.320
H 2.230 -3.288 -2.558
H 1.951 -1.528 -2.432
H 3.906 -0.541 -1.838
H 5.434 -1.369 -2.183
H 4.231 -2.157 -1.129
C -7.179 -8.220 3.629
O -7.212 -6.847 3.986
C -8.120 -6.580 5.056
C -7.672 -5.351 5.847
O -6.588 -5.618 6.748
C -5.305 -5.829 6.141
C -4.682 -4.546 5.585
O -5.279 -4.201 4.335
C -5.239 -2.807 4.085
H -8.153 -8.541 3.251
H -6.429 -8.352 2.845
H -6.885 -8.832 4.488
H -8.182 -7.444 5.733
H -9.105 -6.400 4.615
H -8.506 -5.037 6.483
H -7.443 -4.508 5.194
H -5.348 -6.621 5.392
H -4.661 -6.194 6.948
H -3.613 -4.705 5.405
H -4.810 -3.736 6.311
H -5.763 -2.260 4.875
H -5.753 -2.612 3.139
H -4.204 -2.462 4.009
C 11.339 1.164 -2.782
O 10.336 1.648 -1.902
C 9.017 1.440 -2.407
C 8.016 1.316 -1.257
O 8.042 0.034 -0.614
C 9.185 -0.231 0.210
C 9.179 0.558 1.522
O 9.585 1.908 1.296
C 9.030 2.804 2.244
H 11.315 1.712 -3.727
H 12.312 1.312 -2.306
H 11.206 0.092 -2.960
H 8.978 0.528 -3.019
H 8.762 2.301 -3.030
H 7.008 1.409 -1.677
H 8.127 2.123 -0.532
H 10.114 -0.093 -0.346
H 9.122 -1.296 0.458
H 9.896 0.113 2.222
H 8.176 0.524 1.962
H 7.937 2.767 2.212
H 9.344 3.819 1.982
H 9.387 2.565 3.249
C 5.876 5.693 -7.517
O 6.450 6.315 -6.379
C 5.819 7.554 -6.054
C 5.943 7.844 -4.558
O 5.024 7.091 -3.754
C 5.312 5.692 -3.616
C 6.516 5.409 -2.714
O 7.735 5.647 -3.418
C 8.794 6.015 -2.552
H 6.016 6.314 -8.405
H 6.375 4.731 -7.670
H 4.811 5.500 -7.352
H 4.755 7.528 -6.331
H 6.319 8.339 -6.628
H 5.677 8.894 -4.395
H 6.967 7.723 -4.203
H 5.408 5.211 -4.591
H 4.425 5.261 -3.139
H 6.511 4.355 -2.415
H 6.456 6.039 -1.820
H 8.538 6.923 -1.997
H 9.678 6.227 -3.161
H 9.022 5.200 -1.860
C -11.462 -0.950 7.848
O -11.045 -0.637 6.529
C -11.915 0.294 5.885
C -11.153 1.105 4.837
O -10.347 2.149 5.401
C -9.163 1.725 6.089
C -8.064 1.223 5.149
O -8.350 -0.104 4.708
C -7.788 -0.383 3.437
H -12.436 -1.446 7.835
H -10.723 -1.624 8.290
H -11.506 -0.043 8.461
H -12.358 0.980 6.621
H -12.714 -0.278 5.404
H -11.888 1.616 4.206
H -10.565 0.467 4.176
H -9.398 0.998 6.868
H -8.788 2.620 6.598
H -7.108 1.191 5.684
H -7.978 1.904 4.295
H -8.170 0.315 2.687
H -8.087 -1.395 3.144
H -6.697 -0.330 3.483
```

Entry 10:
Formula: C4H6FNO
Source: the OMol25 dataset
Level of theory: ωB97M-V/def2-TZVPD

Values from the calculation:
Kohn-Sham gap, eV: 9.87
LUMO level, eV: 0.59
Energy above the lowest of the compared OMol25 structures with the same formula, charge and spin, kJ/mol: 423.9
Highest occupied orbital energy, eV: -9.28
Calculated total energy, eV: -10495.760
Total charge: 0

The geometry in XYZ format:
```
13
C4H6FNO ωB97M-V/def2-TZVPD
C 0.742 -1.193 1.090
C 0.515 -0.454 0.052
C -0.696 -0.635 -0.728
C 1.174 0.849 -0.438
N -1.765 0.834 -0.135
O -1.015 -1.191 -1.733
F -1.834 0.604 1.229
H 1.508 -0.919 1.800
H 0.115 -2.002 1.180
H 0.775 1.090 -1.475
H 0.866 1.698 0.296
H 2.244 0.687 -0.550
H -2.630 0.630 -0.588
```

Entry 11:
Formula: C4H9NO2
Source: the OMol25 dataset
Level of theory: ωB97M-V/def2-TZVPD

Values from the calculation:
Kohn-Sham gap, eV: 10.49
LUMO level, eV: 0.47
Energy above the lowest of the compared OMol25 structures with the same formula, charge and spin, kJ/mol: 121.3
Highest occupied orbital energy, eV: -10.02
Calculated total energy, eV: -9878.803
Total charge: 0

The geometry in XYZ format:
```
16
C4H9NO2 ωB97M-V/def2-TZVPD
C -2.556 -0.161 -0.339
C 0.029 0.555 -0.609
O 0.001 1.675 -0.145
C 0.480 -0.648 0.190
C 2.000 -0.524 0.353
O 2.762 -1.415 0.026
N 2.379 0.666 0.889
H -2.991 -0.633 0.541
H -1.971 -0.901 -0.898
H -3.305 0.271 -1.001
H -0.225 0.380 -1.669
H -1.923 0.652 0.004
H 0.006 -0.639 1.180
H 0.254 -1.593 -0.311
H 3.359 0.896 0.875
H 1.702 1.420 0.915
```